[1]
89
Properties=species:S:1:pos:R:3 method="wB97M-V/def2-TZVPD" total_energy_ev=-51655.995 charge=+1 lumo_energy_ev=-3.21 e_homo_ev=-10.4 homo_lumo_gap_ha=0.26465
C 1.648 1.529 0.163
O 0.459 2.261 0.412
C -0.746 1.588 0.108
C -1.293 2.129 -1.207
C -2.676 1.593 -1.620
C -3.636 1.505 -0.444
N -5.008 1.201 -0.843
N -5.229 -0.024 -1.501
C -5.790 -0.884 -0.792
O -6.394 -1.705 -0.263
C -6.041 1.995 -0.621
N -7.318 1.700 -0.945
C -8.035 2.731 -0.559
N -7.277 3.676 -0.004
N -5.998 3.217 -0.036
H 2.344 2.186 -0.360
H 2.141 1.217 1.086
H 1.494 0.651 -0.468
H -0.602 0.503 0.072
H -1.417 1.787 0.949
H -1.344 3.216 -1.127
H -0.583 1.873 -1.993
H -2.582 0.613 -2.089
H -3.074 2.252 -2.395
H -3.309 0.695 0.212
H -3.594 2.410 0.163
H -9.105 2.792 -0.674
H -7.584 4.567 0.354
H -5.219 3.752 0.311
C -3.706 -4.851 -1.553
C -3.893 -3.809 -0.655
C -2.797 -3.138 -0.128
C -1.512 -3.503 -0.505
C -1.325 -4.543 -1.405
C -2.421 -5.219 -1.928
H -4.560 -5.375 -1.961
H -4.894 -3.530 -0.359
H -2.943 -2.332 0.583
H -0.656 -2.983 -0.095
H -0.323 -4.829 -1.698
H -2.273 -6.033 -2.626
C -0.579 -7.977 0.006
C 0.019 -9.200 0.280
C 0.183 -9.612 1.595
C -0.255 -8.805 2.635
C -0.855 -7.583 2.361
C -1.013 -7.168 1.046
H -0.707 -7.655 -1.021
H 0.356 -9.832 -0.532
H 0.653 -10.563 1.809
H -0.130 -9.128 3.660
H -1.198 -6.954 3.172
H -1.478 -6.214 0.830
C 3.139 4.774 1.285
C 3.437 5.181 -0.008
C 4.626 5.848 -0.270
C 5.520 6.103 0.761
C 5.223 5.695 2.054
C 4.032 5.033 2.316
H 2.210 4.255 1.488
H 2.741 4.978 -0.813
H 4.856 6.170 -1.278
H 6.448 6.621 0.557
H 5.921 5.893 2.857
H 3.799 4.717 3.326
C -0.136 -4.905 -7.238
C 0.461 -6.126 -6.957
C 0.627 -6.531 -5.640
C 0.190 -5.718 -4.604
C -0.411 -4.498 -4.884
C -0.570 -4.090 -6.201
H -0.263 -4.588 -8.265
H 0.799 -6.762 -7.765
H 1.099 -7.480 -5.421
H 0.319 -6.038 -3.577
H -0.755 -3.864 -4.076
H -1.035 -3.137 -6.421
C 5.691 9.104 5.366
C 5.471 7.744 5.198
C 6.431 6.830 5.611
C 7.608 7.275 6.197
C 7.826 8.636 6.366
C 6.870 9.550 5.948
H 4.944 9.817 5.042
H 4.551 7.397 4.745
H 6.263 5.768 5.477
H 8.355 6.562 6.522
H 8.743 8.983 6.824
H 7.042 10.611 6.077

---

[2]
89
Properties=species:S:1:pos:R:3 method="wB97M-V/def2-TZVPD" total_energy_ev=-99962.435 charge=-1 lumo_energy_ev=2.79 e_homo_ev=-3.7 homo_lumo_gap_ha=0.23753 de_lowest_kcal_mol=0.0
Ga -0.100 -0.679 0.232
C -1.251 2.614 0.864
C -2.048 2.101 2.065
C -2.210 0.578 2.076
N -0.958 -0.148 2.042
C -0.321 -0.520 3.122
C -0.809 -0.244 4.427
C -0.222 -0.328 5.673
C 1.067 -0.694 6.031
C 2.032 -1.190 5.165
C 1.943 -1.498 3.824
C 0.911 -1.332 2.861
N 0.969 -1.820 1.644
C 1.938 -2.820 1.244
C 2.514 -2.557 -0.150
C 1.474 -2.785 -1.255
N 0.615 -1.639 -1.442
C 0.222 -1.188 -2.611
C 0.853 -1.544 -3.831
C 0.655 -1.161 -5.145
C -0.420 -0.500 -5.713
C -1.549 -0.099 -5.010
C -1.773 -0.030 -3.653
C -0.911 -0.218 -2.526
N -1.128 0.321 -1.355
C -2.254 1.229 -1.170
C -1.967 2.578 -0.486
H -0.323 2.059 0.779
H -0.989 3.658 1.061
H -3.050 2.545 2.058
H -1.551 2.421 2.987
H -2.755 0.292 1.184
H -2.829 0.279 2.927
H -1.820 0.143 4.447
H -0.855 -0.015 6.498
H 1.347 -0.574 7.071
H 2.997 -1.395 5.618
H 2.869 -1.882 3.420
H 1.419 -3.788 1.215
H 2.759 -2.934 1.951
H 3.353 -3.240 -0.304
H 2.888 -1.533 -0.204
H 0.833 -3.620 -0.938
H 1.977 -3.106 -2.166
H 1.748 -2.136 -3.700
H 1.433 -1.477 -5.833
H -0.417 -0.354 -6.786
H -2.384 0.228 -5.624
H -2.782 0.271 -3.405
H -3.030 0.693 -0.619
H -2.691 1.509 -2.128
H -2.942 3.070 -0.388
H -1.377 3.182 -1.181
C 1.626 3.017 -2.448
N 2.861 2.272 -2.597
C 4.001 3.135 -2.377
C 2.871 1.008 -1.826
C 2.795 1.144 -0.317
C 3.958 1.686 0.247
C 4.021 2.101 1.561
C 2.887 1.946 2.335
C 1.786 1.293 1.806
C 1.665 0.814 0.485
H 1.683 3.923 -3.057
H 1.427 3.309 -1.405
H 0.798 2.415 -2.804
H 3.999 3.921 -3.138
H 4.923 2.560 -2.485
H 4.010 3.621 -1.389
H 3.802 0.498 -2.103
H 2.044 0.422 -2.181
H 4.838 1.795 -0.378
H 4.923 2.548 1.964
H 2.867 2.291 3.364
H 0.967 1.162 2.493
C -1.629 -2.347 0.176
C -3.070 -2.117 0.039
C -3.932 -2.092 1.151
C -5.268 -1.747 1.033
C -5.817 -1.456 -0.210
C -5.007 -1.562 -1.336
C -3.669 -1.897 -1.216
H -1.290 -2.953 -0.671
H -1.416 -2.889 1.103
H -3.523 -2.326 2.129
H -5.893 -1.706 1.919
H -6.857 -1.168 -0.302
H -5.430 -1.379 -2.318
H -3.054 -1.967 -2.108

---

[3]
99
Properties=species:S:1:pos:R:3 method="wB97M-V/def2-TZVPD" total_energy_ev=-222181.656 lumo_energy_ev=-0.44 e_homo_ev=-7.9 homo_lumo_gap_ha=0.27393
C 7.395 -1.819 -2.036
C 7.708 -0.207 -1.934
C 6.889 0.662 -3.106
C 5.625 1.378 -2.277
C 5.377 2.998 -2.329
C 4.141 3.620 -1.448
C 3.918 5.259 -1.527
C 4.019 5.821 -3.096
C 5.559 6.369 -3.440
Cl 5.939 6.046 -5.263
C 3.210 2.610 -0.553
C 3.419 0.982 -0.527
C 4.669 0.351 -1.421
N 2.579 -0.013 0.244
C 3.051 0.063 1.679
O 3.673 -1.220 2.083
C 4.023 -0.984 3.523
C 1.112 0.357 0.276
C 0.020 -0.864 0.182
O 0.537 -2.256 0.031
C -1.633 -0.616 0.207
C -2.546 -1.991 0.110
Br -3.778 -2.480 -1.387
C -2.407 -2.974 1.238
C -1.466 -2.776 2.568
Br -3.456 -4.721 1.153
C -2.236 0.916 0.324
O -3.716 1.166 0.304
C -4.058 1.537 -1.100
O -3.383 2.488 -1.804
C -5.325 0.843 -1.942
C -6.878 0.806 -1.418
C -7.990 0.102 -2.450
C -7.555 -0.513 -3.921
C -5.968 -0.491 -4.447
C -4.887 0.206 -3.426
C -1.122 2.155 0.464
C -1.576 3.755 0.641
C -1.654 4.169 2.260
N -2.454 5.488 2.296
N -0.297 4.500 2.853
N -2.401 3.137 3.095
C 0.505 1.886 0.436
S 1.791 3.275 0.538
H 6.778 -2.222 -1.121
H 6.781 -1.996 -3.022
H 8.430 -2.397 -2.091
H 8.872 0.029 -2.015
H 7.395 0.176 -0.848
H 7.587 1.559 -3.424
H 6.526 -0.005 -3.997
H 6.101 3.655 -2.971
H 4.727 5.834 -0.907
H 2.801 5.485 -1.172
H 3.709 5.010 -3.891
H 3.325 6.782 -3.231
H 6.367 5.841 -2.763
H 5.616 7.542 -3.274
H 4.862 -0.826 -1.407
H 2.098 0.303 2.350
H 3.862 0.910 1.730
H 3.682 0.099 3.850
H 5.184 -1.052 3.716
H 3.458 -1.755 4.214
H 0.853 -2.324 -0.917
H -1.126 -1.648 2.753
H -0.457 -3.393 2.443
H -1.963 -3.173 3.559
H -7.151 1.270 -0.379
H -9.120 0.087 -2.122
H -8.380 -0.965 -4.620
H -5.617 -0.899 -5.488
H -3.753 0.245 -3.767
H -0.852 4.491 0.056
H -2.662 3.963 0.225
H -2.832 5.661 3.257
H -1.803 6.269 2.006
H -0.454 4.887 3.830
H 0.276 3.631 3.026
H -2.843 3.568 3.941
H -1.695 2.429 3.461
C -6.298 -6.737 1.243
C -7.280 -7.652 1.850
N -8.055 -8.374 2.329
H -5.482 -7.283 0.757
H -6.758 -6.098 0.482
H -5.845 -6.076 1.990
C -5.016 -10.134 -1.802
C -4.416 -9.109 -0.932
N -3.942 -8.299 -0.245
H -4.925 -11.136 -1.369
H -6.083 -9.950 -1.968
H -4.536 -10.162 -2.785
C 0.502 -1.175 5.911
C -0.174 -0.174 5.068
N -0.707 0.616 4.401
H 0.135 -2.187 5.711
H 1.583 -1.183 5.741
H 0.343 -0.979 6.977